# C4H10NO3

A cluster of 2 separate species, C4H10NO3 in total at a distorted geometry (ωB97M-V with the def2-TZVPD basis set, the OMol25 dataset).

Cartesian coordinates (Å):
1 O -1.18439 1.83241 -1.44979
2 C -1.19468 0.80897 -0.77570
3 N -0.34950 0.75464 0.29554
4 C -0.04632 -0.43676 1.16158
5 O 0.67702 -0.09462 2.20045
6 C -1.95093 -0.41132 -1.23234
7 C -0.94463 -1.30763 -2.01732
8 H 0.19708 1.56929 0.52300
9 H 0.52692 -1.07380 0.45230
10 H -0.94512 -1.04177 1.32664
11 H -2.36361 -0.96299 -0.39081
12 H -2.72715 0.02788 -1.84671
13 H -1.08266 -2.31910 -1.65446
14 H 0.08014 -0.97662 -1.79839
15 H -0.89490 -1.14844 -3.09305
16 H 3.55346 -1.29643 1.86708
17 H 3.41717 0.00176 0.95752
18 O 3.92558 -0.46016 1.61776

The net charge is 0. As for the spin multiplicity: 2. As for the electronic energy: -438.79750 a.u. For the strongest force on any atom, the calculation gives 2.8 eV Å⁻¹. The value obtained for the HOMO-LUMO gap (alpha / beta) is 0.3782 / 0.2669 hartree.


# C5H10N2O

The molecule C5H10N2O at a distorted geometry (ωB97M-V with the def2-TZVPD basis set, the OMol25 dataset).

Cartesian coordinates (Å):
1 N 0.58055 2.36922 0.25584
2 C 0.32485 1.51458 -0.79198
3 O -0.41559 1.92642 -1.67229
4 C 0.76737 0.06513 -0.69676
5 C -0.38073 -0.84837 -1.13265
6 C -0.95316 -1.45638 0.15709
7 C -0.32116 -0.68167 1.29456
8 N 0.96329 -0.17963 0.78455
9 H 0.99143 1.91768 1.06243
10 H -0.02557 3.15602 0.36924
11 H 1.66832 0.00459 -1.30718
12 H 0.05517 -1.67911 -1.68044
13 H -1.12484 -0.33419 -1.73051
14 H -2.04677 -1.42377 0.13234
15 H -0.60737 -2.48689 0.17002
16 H -0.94294 0.18157 1.54329
17 H -0.25354 -1.24292 2.23108
18 H 1.72068 -0.80232 1.01138

The net charge is 0. As for the electronic energy: -381.27850 a.u. For the strongest force on any atom, the calculation gives 2.9 eV Å⁻¹. The value obtained for the HOMO-LUMO gap is 0.3683 hartree.


# C40H66F2O14S7

A cluster of 9 separate species, C40H66F2O14S7 in total at a distorted geometry (ωB97M-V with the def2-TZVPD basis set, the OMol25 dataset).

Cartesian coordinates (Å):
1 O 37.75600 5.22900 10.30100
2 S 36.58400 5.89400 10.78600
3 O 36.64200 7.22900 11.18500
4 C 35.16100 5.67400 9.77900
5 C 33.96100 5.25200 10.74500
6 C 34.52400 5.25900 12.14300
7 C 35.89900 5.02300 12.07400
8 H 35.52600 4.77800 9.30100
9 H 34.98600 6.53700 9.08500
10 H 33.21700 5.88300 10.62600
11 H 33.42100 4.36000 10.53700
12 H 34.19100 4.39300 12.86700
13 H 34.43400 6.10000 12.64600
14 H 36.10800 4.12100 11.66300
15 H 36.33300 5.23000 13.10900
16 O 40.66800 3.21400 8.43300
17 S 40.26200 2.16000 9.38200
18 O 39.34400 1.17800 9.01300
19 C 41.72600 1.18700 9.76600
20 C 41.66600 1.01400 11.24200
21 C 41.14000 2.35800 11.70300
22 C 40.07800 2.77600 11.00600
23 H 42.49400 2.06700 9.44500
24 H 41.80300 0.25800 9.03900
25 H 40.64800 0.27900 11.37200
26 H 42.66700 0.99000 11.80000
27 H 42.08000 2.79700 11.36700
28 H 40.97300 2.38400 12.86600
29 H 39.84800 3.95100 11.09000
30 H 39.19800 2.25700 11.49000
31 O 44.13000 -1.32300 4.13700
32 S 43.42400 -0.05600 4.18400
33 O 44.18600 1.17500 4.10400
34 C 42.04500 -0.15400 3.14900
35 C 40.91500 0.41400 4.02100
36 C 41.18100 0.01500 5.42100
37 C 42.49200 0.25100 5.68300
38 H 41.72700 -1.21200 2.85600
39 H 42.25100 0.47500 2.28800
40 H 40.89600 1.50000 4.15800
41 H 39.76400 0.01300 3.60400
42 H 40.77400 -0.92100 5.46900
43 H 40.58600 0.70300 5.98600
44 H 42.90900 -0.16700 6.64200
45 H 42.67600 1.10300 5.76700
46 O 44.76400 6.40000 5.27500
47 S 44.62700 5.16100 5.86000
48 O 43.30700 4.56100 5.90900
49 C 45.86100 4.04800 5.13600
50 C 47.04200 4.54700 6.04700
51 C 46.45100 4.57000 7.44400
52 C 45.21200 5.25700 7.50800
53 H 45.94900 4.15500 4.10400
54 H 45.68300 3.05400 5.14000
55 H 47.83500 3.86600 6.21800
56 H 47.43200 5.48300 5.83900
57 H 47.26100 4.68200 8.22100
58 H 46.27700 3.55600 7.92500
59 H 45.35900 6.34800 7.70100
60 H 44.37400 4.68500 8.09800
61 O 34.17600 3.40700 3.91500
62 S 34.19400 4.53700 3.06000
63 O 33.51000 5.68700 3.34900
64 C 35.85400 5.02100 2.75700
65 C 35.91300 5.41200 1.26500
66 C 34.69200 5.04000 0.55600
67 C 33.85600 4.23600 1.36900
68 H 36.46500 4.26400 3.01000
69 H 35.99400 5.84800 3.35700
70 H 36.07500 6.39500 1.09600
71 H 36.85100 5.10200 0.75400
72 H 34.96000 4.59700 -0.36600
73 H 34.14000 6.01200 0.45500
74 H 34.04100 3.23600 0.95800
75 H 32.93500 4.29000 1.27500
76 O 37.18200 3.74800 7.93300
77 S 37.42000 4.16000 6.58400
78 O 36.31500 4.58300 5.75300
79 C 38.60600 5.50500 6.52000
80 C 39.68700 5.11800 5.50200
81 C 39.02700 4.04600 4.69300
82 C 38.34700 3.04500 5.49900
83 H 38.78800 5.65200 7.38700
84 H 38.02800 6.40500 5.94400
85 H 40.05500 5.84900 4.94100
86 H 40.69200 4.66700 5.93500
87 H 39.75300 3.30100 4.29600
88 H 38.50800 4.12900 3.86200
89 H 39.00500 2.46800 6.19300
90 H 37.69600 2.26700 5.13500
91 O 39.13700 10.96700 6.54600
92 S 39.65700 9.82400 7.28300
93 O 40.31100 8.61800 6.55900
94 C 40.82400 10.40400 8.45300
95 C 40.20500 9.76800 9.72600
96 C 38.76600 9.81800 9.66800
97 C 38.42900 9.15900 8.39500
98 H 40.76700 11.37700 8.46800
99 H 41.69000 9.95500 8.17400
100 H 40.63300 8.79700 9.95400
101 H 40.54200 10.45500 10.51400
102 H 38.56200 10.87400 9.71900
103 H 38.20600 9.40700 10.46600
104 H 37.46600 9.77100 8.08900
105 H 38.34800 8.00900 8.45600
106 F 30.47400 4.95400 9.03200
107 C 31.23400 3.93800 8.51600
108 C 32.52000 4.26000 7.83700
109 C 33.33300 3.13600 7.49200
110 C 32.93900 1.80800 7.57900
111 C 31.63700 1.48200 8.06400
112 C 30.84700 2.54900 8.49500
113 H 32.95100 5.13500 7.60200
114 H 34.17200 3.40700 6.95500
115 H 33.34500 1.05400 7.11100
116 H 31.45800 0.48500 8.19500
117 H 29.72400 2.43900 8.81100
118 F 45.22700 8.27900 10.90900
119 C 44.01100 7.70800 10.49300
120 C 43.37300 6.88000 11.55400
121 C 42.06500 6.21300 11.20500
122 C 41.57500 6.33100 9.82000
123 C 42.33600 7.04700 8.85300
124 C 43.54700 7.74800 9.21100
125 H 43.73400 6.84200 12.58000
126 H 41.59500 5.76300 11.86300
127 H 40.56600 5.84700 9.57400
128 H 42.13600 6.99300 7.95000
129 H 44.19500 8.24400 8.66200

The net charge is 0. As for the electronic energy: -5603.34596 a.u. For the strongest force on any atom, the calculation gives 13.9 eV Å⁻¹. The value obtained for the HOMO-LUMO gap is 0.3285 hartree.


# C36H32N2O6P2S2W

A structure of composition C36H32N2O6P2S2W at a distorted geometry (ωB97M-V with the def2-TZVPD basis set, the OMol25 dataset).

Cartesian coordinates (Å):
1 W 1.14864 0.08082 0.26798
2 S 0.02968 -2.07167 1.69251
3 P -1.29813 -1.71212 0.23902
4 C -0.78725 -0.16550 -0.33296
5 P -0.99813 1.39913 0.23566
6 S 1.14703 0.93642 2.31078
7 C -2.32984 1.56741 1.43407
8 C -3.42227 2.38387 1.15694
9 C -4.47876 2.44238 2.05143
10 C -4.44253 1.69431 3.21816
11 C -3.34455 0.89265 3.49982
12 C -2.27995 0.83251 2.61704
13 C -1.23597 2.57910 -1.09565
14 C -0.77447 3.88405 -0.95436
15 C -0.94629 4.78801 -1.98913
16 C -1.57184 4.39049 -3.16368
17 C -2.02180 3.08648 -3.31087
18 C -1.85192 2.17748 -2.27912
19 C -2.99490 -1.83665 0.85164
20 C -4.01210 -1.19295 0.15223
21 C -5.31587 -1.26600 0.60881
22 C -5.60816 -2.00061 1.75023
23 C -4.59749 -2.65261 2.44029
24 C -3.28590 -2.56284 1.99864
25 C -1.22930 -2.87817 -1.14392
26 C -1.40403 -4.23553 -0.89863
27 C -1.35280 -5.13818 -1.94562
28 C -1.12910 -4.68498 -3.24013
29 C -0.95622 -3.33161 -3.48427
30 C -1.00558 -2.42661 -2.43696
31 H -3.45031 2.95927 0.24136
32 H -5.33256 3.07061 1.83255
33 H -5.27247 1.73850 3.91153
34 H -3.31712 0.31086 4.41223
35 H -1.41870 0.21146 2.82593
36 H -0.25270 4.17484 -0.05292
37 H -0.57325 5.79809 -1.88816
38 H -1.69900 5.09785 -3.97259
39 H -2.50103 2.77576 -4.23049
40 H -2.18294 1.15146 -2.38788
41 H -3.77663 -0.62078 -0.73825
42 H -6.10532 -0.75023 0.07819
43 H -6.62881 -2.05847 2.10525
44 H -4.82941 -3.21976 3.33188
45 H -2.47975 -3.03167 2.54925
46 H -1.55990 -4.58147 0.11711
47 H -1.47702 -6.19583 -1.75577
48 H -1.08164 -5.39035 -4.05905
49 H -0.77253 -2.98152 -4.49144
50 H -0.85068 -1.36729 -2.61286
51 O 5.58632 0.40652 -4.28015
52 C 4.59906 0.40083 -3.36619
53 C 4.07584 1.56612 -2.80789
54 C 3.06313 1.44261 -1.88123
55 N 2.56158 0.26557 -1.50822
56 C 3.08934 -0.84822 -2.02416
57 C 4.09597 -0.83832 -2.95728
58 C 2.44394 -2.08604 -1.45378
59 O 2.75359 -3.19828 -1.80159
60 O 1.49857 -1.75669 -0.61758
61 C 2.43859 2.58966 -1.13016
62 O 2.75151 3.74482 -1.33552
63 O 1.53390 2.14996 -0.33143
64 H 5.84643 1.31238 -4.48092
65 H 4.42971 2.55738 -3.05901
66 H 4.48318 -1.76652 -3.35031
67 C 4.61474 1.69931 1.73213
68 N 4.41802 0.51317 2.56363
69 C 4.76428 0.55973 3.97481
70 C 3.72410 -0.49232 2.04732
71 C 3.38542 -1.68313 2.88847
72 O 3.34983 -0.43740 0.84757
73 H 5.18611 2.43077 2.29596
74 H 3.64922 2.12656 1.45582
75 H 5.15852 1.43542 0.82510
76 H 5.39538 1.42618 4.14826
77 H 5.31830 -0.32909 4.27403
78 H 3.86875 0.65067 4.59244
79 H 4.20703 -1.99496 3.53102
80 H 3.09181 -2.49593 2.22838
81 H 2.52941 -1.42117 3.51460

The net charge is 0. As for the electronic energy: -3498.30130 a.u. For the strongest force on any atom, the calculation gives 2.0 eV Å⁻¹. The value obtained for the HOMO-LUMO gap (alpha / beta) is 0.2536 / 0.2537 hartree.